Record 1
34
Properties=species:S:1:pos:R:3:forces:R:3 method="wB97M-V/def2-TZVPD" e_homo_ev=-12.784 multiplicity=1 homo_lumo_gap_ev=9.505 charge=+1
I -2.152 3.805 -1.351 0.2 -0.1 0.1
F -2.344 -1.990 2.699 0.3 0.1 -0.6
F -1.219 -3.626 -0.017 0.2 -0.1 0.9
F -2.299 -1.476 0.562 0.2 0.0 0.4
F -1.140 0.263 2.339 -0.1 -0.1 0.1
F 0.213 -1.322 3.011 -0.2 0.3 -0.1
F 0.300 -3.447 1.538 -0.3 -0.1 -0.1
F -1.667 -4.269 2.042 0.7 0.8 -0.8
O 1.230 -0.504 -1.479 -0.2 0.3 0.1
N 0.548 1.039 0.654 0.1 -0.4 0.0
C -0.478 -0.855 1.941 0.1 -0.2 0.4
C 2.252 0.380 -1.084 0.0 0.1 -0.1
C -1.014 -3.367 1.291 -0.7 -0.5 -0.1
C -0.610 1.538 -2.606 0.8 0.2 0.3
C -0.694 1.600 -0.028 -0.2 0.7 -0.3
C -0.505 2.374 -1.332 -0.9 0.0 -0.3
C -1.554 -1.915 1.605 -0.7 -0.2 0.6
C 0.417 -1.109 -0.498 -0.2 -0.1 -0.5
C 1.883 1.343 0.058 0.5 -0.3 0.2
C 0.533 -0.454 0.861 0.3 0.0 -0.4
H 1.970 2.383 -0.203 -0.3 0.3 -0.2
H -1.170 0.630 -2.435 -0.4 -0.1 -0.1
H -1.407 0.808 -0.202 0.0 -0.4 0.0
H 2.489 0.971 -1.957 0.0 0.1 -0.3
H -1.032 2.116 -3.409 -0.3 0.1 -0.3
H 0.366 3.007 -1.353 0.2 0.2 0.2
H -1.163 2.244 0.698 0.1 0.1 0.4
H 0.566 1.440 1.587 -0.1 0.2 0.1
H 1.509 -0.687 1.268 0.2 -0.1 0.2
H 0.381 1.238 -2.929 0.1 -0.1 -0.1
H 0.638 -2.166 -0.451 0.2 -0.2 0.2
H 2.596 1.192 0.860 0.1 0.0 0.3
H 3.159 -0.156 -0.824 0.2 -0.2 0.2
H -0.603 -1.031 -0.858 -0.1 0.0 -0.1



Record 2
41
Properties=species:S:1:pos:R:3:forces:R:3 method="wB97M-V/def2-TZVPD" e_homo_ev="-8.187 / -8.210" multiplicity=2 s_squared=0.760 homo_lumo_gap_ev="8.533 / 8.259"
Cu 0.535 -0.508 1.286 -0.1 0.3 0.8
O 1.422 -1.188 3.561 2.3 3.4 -0.2
O 1.082 -2.232 -0.240 0.1 0.1 0.8
O -0.719 -1.012 3.398 -3.6 4.3 -2.0
O 2.123 0.765 0.067 -1.8 1.3 0.6
O 0.131 -2.068 4.846 -0.5 -2.4 6.6
O -2.944 2.828 -0.285 -1.9 -0.1 0.0
N -0.584 1.433 0.367 -0.9 -0.2 2.6
C 1.407 1.636 -0.858 0.8 -0.4 -0.4
C 0.343 2.417 -0.115 0.3 -0.6 0.2
C 3.327 0.261 -0.360 1.5 -0.5 -0.5
C -2.401 3.140 0.992 0.3 -0.4 -1.5
C -4.172 2.054 -0.118 0.7 0.8 0.2
C 0.279 -1.096 4.120 1.9 -5.0 -5.9
C 0.616 -2.688 -1.462 -0.4 -0.5 -3.3
C -1.559 1.950 1.408 0.4 -0.8 0.3
C 0.009 -4.112 -1.411 0.7 0.8 0.9
C 1.768 -2.620 -2.554 -0.1 0.2 0.7
H 0.873 -4.739 -1.191 -0.2 -0.7 -0.5
H 1.521 -2.944 -3.564 -0.5 -0.2 0.2
H 3.833 -0.301 0.425 -0.5 -0.1 0.3
H -1.795 4.031 0.830 0.3 0.0 0.1
H -0.669 -4.247 -0.569 -0.1 0.3 0.1
H -4.788 2.127 -1.014 0.5 -0.3 -0.2
H 4.051 1.039 -0.600 -0.1 0.3 -0.4
H -1.156 1.078 -0.387 -0.1 0.1 -0.3
H 2.089 2.301 -1.387 0.3 0.0 0.1
H 0.840 2.900 0.726 -0.2 0.1 0.1
H -4.789 2.478 0.674 0.1 0.2 0.2
H 2.175 -1.617 -2.681 -0.4 0.3 0.2
H 1.614 -2.962 0.085 0.3 0.1 0.7
H -2.087 1.020 1.618 -0.7 0.4 0.3
H -3.182 3.452 1.686 0.0 -0.4 0.3
H -1.128 2.255 2.361 0.9 -0.4 -0.1
H 0.958 0.980 -1.605 -0.2 0.0 -0.2
H 2.651 -3.182 -2.248 -0.1 -0.4 0.2
H -0.244 3.151 -0.667 0.7 0.3 -0.6
H -3.929 1.043 0.207 -0.2 -0.2 -0.4
H 3.220 -0.427 -1.199 0.0 0.1 -0.3
H -0.550 -4.361 -2.313 0.5 -0.1 -0.1
H -0.176 -2.035 -1.829 0.0 0.4 0.4



Record 3
20
Properties=species:S:1:pos:R:3:forces:R:3 method="wB97M-V/def2-TZVPD" e_homo_ev="0.100 / -5.037" multiplicity=2 s_squared=0.750 homo_lumo_gap_ev="3.490 / 8.543" charge=-1
O -1.538 -0.699 0.156 1.3 0.6 0.0
O -3.533 -1.556 0.526 0.6 -0.5 0.5
N 0.890 0.452 -0.323 2.3 1.0 -0.6
N 1.487 2.599 -0.893 1.4 -0.3 -0.1
N -0.690 2.114 -0.372 -0.9 -3.0 0.8
C -2.284 -1.597 0.618 -1.9 0.4 -0.7
C -1.677 -2.825 1.270 -0.9 -1.2 0.0
C 0.582 1.719 -0.521 -0.4 0.3 -0.2
C 2.225 -0.109 -0.459 0.5 1.1 1.2
H -0.959 3.042 -0.504 -0.2 1.4 -0.2
H -2.257 -3.029 2.199 0.7 0.1 -0.5
H 2.267 -1.070 0.025 -0.3 -0.4 0.2
H -0.613 -2.782 1.418 0.4 0.3 0.3
H 2.972 0.527 0.108 -0.7 -0.5 -0.8
H 1.213 3.531 -1.117 -0.2 0.9 -0.2
H -1.848 -3.706 0.604 -0.1 0.6 0.4
H 2.556 -0.236 -1.478 0.0 0.2 -0.5
H 0.132 -0.116 -0.125 -2.2 -2.0 0.7
H -1.410 1.381 -0.116 1.1 0.9 -0.4
H 2.484 2.360 -1.018 -0.6 0.1 0.0